1.
Molecular formula: C24H72N4O12
Method: DFT, ωB97M-V/def2-TZVPD

```
112
Properties=species:S:1:pos:R:3:forces:R:3
O 2.187712 -3.812462 -0.943286 -0.1946 -0.4968 0.7445
O 0.127472 1.294318 -2.476246 -1.1547 0.2350 -0.1294
O -2.053118 -4.681062 -0.455196 -0.7468 -0.1748 -0.5119
O -0.944408 -1.469262 1.097714 -1.5291 0.5979 -1.2460
O -2.329988 -3.482072 2.636784 -0.9873 0.5828 0.2302
O 1.377262 1.468058 3.538604 0.5436 -0.8387 -0.5809
O 3.531772 0.757878 0.570934 1.3138 -0.1860 1.0159
O 1.301922 -1.327202 2.826654 -0.3187 -1.2898 -1.1801
O -4.897458 -2.504992 -1.592246 0.7093 -0.4074 -0.1422
O -4.523128 2.928188 -1.724336 -0.4207 0.5904 -0.1200
O 2.287172 3.258778 1.197794 -0.7474 1.3356 1.0338
O -2.470018 5.191028 3.080574 0.3462 0.5891 -0.1541
N 4.449612 -3.639702 -2.508836 0.2222 0.4576 0.6378
N 5.214802 0.535128 3.023194 0.9591 -0.5001 -1.3547
N -5.704178 3.587958 2.063134 -0.2178 0.3316 -0.1476
N -1.317828 0.455668 -5.869556 -0.8767 1.6156 -0.8527
C -4.317808 3.641388 2.492494 0.9111 -0.3514 -0.1277
C -3.881538 1.891458 -2.421496 0.1338 -0.3343 -0.1858
C -0.153168 2.421068 -1.628916 1.2724 -1.7942 0.3235
C 3.403782 -5.010552 -4.277456 0.0403 1.0171 0.7679
C 2.325352 -4.760702 -2.004276 -0.4049 0.2098 0.3804
C 7.198772 0.762678 1.410074 0.3962 -1.4743 0.5216
C 0.897172 -3.729942 -0.297376 0.7120 -0.8102 -1.4239
C -2.776678 -3.748972 -1.248376 -0.3973 0.6247 -0.5331
C 1.000432 2.825358 3.411544 -0.6475 1.0297 -0.2995
C -1.397168 -0.135572 0.663444 0.6931 -1.1143 0.8773
C 3.182852 -4.081342 -3.033066 0.0183 -1.8583 -1.2310
C -0.142178 -0.903092 -4.541126 -0.8253 -2.9441 3.0624
C 2.273802 -2.247842 3.351364 -0.1834 1.1845 1.1183
C -3.893298 5.108438 2.769664 1.4908 0.1517 0.1797
C -3.556988 2.975028 1.327044 1.9109 1.4787 0.8637
C -1.076428 0.261458 -4.444366 3.0033 1.2823 -0.9543
C 2.471262 0.068448 -0.028786 0.1844 0.0448 -0.3580
C -4.315648 -3.665642 -0.972226 0.7072 0.2867 1.2658
C 5.739842 0.821858 1.598724 -4.1977 0.7601 0.2397
C 4.823992 0.064328 0.543974 0.2924 1.7273 1.2150
C -3.277558 -2.780852 3.446604 0.2950 -0.6538 1.3747
C -0.277758 1.467178 -3.825556 0.1373 -0.2881 -0.3878
C 1.032142 3.290568 1.921204 0.7146 -1.9045 -0.8969
C -1.742818 6.456118 2.755974 -1.1747 -2.1805 0.1760
H 4.180622 -3.315232 -1.590976 0.3093 0.7359 0.3614
H 0.345122 2.580598 1.460734 -0.0217 -0.5742 -0.2049
H -1.956248 0.037788 -3.841056 -0.1061 -0.0625 -0.2416
H 7.637782 1.003768 2.378194 0.4891 0.6547 -0.3511
H -0.879678 0.202698 -0.234276 0.3820 -0.0020 0.1739
H -4.111368 5.768888 1.930404 0.0286 -0.2423 -0.6581
H 2.371112 -0.896052 0.469024 -0.3072 -0.2417 -0.5092
H 1.562672 0.659198 0.087804 -0.0461 -0.0670 0.3905
H -2.242228 7.285708 3.256454 0.0502 0.2069 -0.4470
H -4.932008 -4.551432 -1.125716 0.3851 -0.2422 -0.6966
H 5.054992 -4.412582 -2.271626 0.1031 -0.5011 -0.3730
H -1.218308 1.427308 -6.126696 -0.8462 0.6768 0.1711
H -1.795598 -4.215402 0.343844 -0.1373 -0.0986 0.2989
H 2.618292 -3.192432 -3.314536 0.0520 0.0904 -0.3676
H 1.383832 -0.432122 3.163874 0.3261 0.1626 0.1042
H -2.540988 2.888868 1.712304 0.4368 -0.2476 -0.5977
H -4.589598 1.078148 -2.580486 0.3621 -0.5289 0.3354
H -1.648558 6.476428 1.670244 -0.4220 0.6815 -0.0772
H -0.716948 6.365528 3.113024 -0.2218 -0.2464 0.3995
H -0.045908 -1.413312 1.431154 0.4156 0.3036 0.4135
H 0.982462 -3.077922 0.571924 -0.0922 0.1294 -0.4446
H 0.177522 3.350338 -2.092826 -0.4160 0.1344 0.1153
H -5.496178 2.920258 1.334424 -1.8074 -0.4444 -0.3161
H -0.544318 0.116988 -6.423706 0.0308 -0.7454 0.2495
H 0.170082 -1.172362 -3.532126 0.5952 0.1233 0.2436
H 5.643282 1.165778 3.685594 0.4618 0.1110 -0.0418
H -2.568118 -3.900672 -2.307426 0.0098 -0.4637 -0.0243
H -3.583268 3.671598 0.489074 0.2305 -0.0124 -0.1467
H -1.233118 0.480338 1.547664 -0.0784 0.6373 -0.3890
H -4.179798 3.008348 3.369024 0.0205 0.2900 0.3435
H 4.015712 -5.898172 -4.116886 0.1689 0.0906 0.6066
H 0.672312 1.568838 -4.350076 -0.0190 -0.1403 -0.6737
H -2.357278 -2.767282 -1.028166 -0.3039 0.3629 -0.0445
H 0.520822 2.152298 -0.815526 -0.0442 0.8425 0.3635
H -2.856828 -1.952372 4.016434 0.4627 0.3703 -0.4221
H -4.211038 -2.422952 3.012304 0.1216 -0.2026 -0.7136
H -1.158038 2.368438 -1.209926 -0.2208 0.5505 -0.3969
H -2.453558 -0.120682 0.395294 -0.0591 -0.5475 0.3302
H 0.719542 -1.030972 -5.196246 -0.2456 1.0009 -0.2321
H -0.822598 -1.739912 -4.698776 0.1699 -0.4134 -0.6999
H 0.234142 -3.439032 -1.112156 -0.5275 0.7195 0.5507
H 2.345762 -3.230732 2.885684 -0.5113 0.4100 -0.6906
H 3.975912 -4.367502 -4.946226 -0.3621 -0.3008 -0.6163
H 7.500382 -0.274482 1.263734 0.1828 -0.1535 -0.2447
H 3.249042 -1.761382 3.332454 0.2065 -0.2449 0.0830
H 1.956932 -2.432732 4.377764 0.4218 -0.1975 0.2526
H 4.773102 -0.986712 0.828274 -0.4013 -0.1526 -0.3389
H 5.384582 1.826968 1.371454 0.3777 0.5124 0.0699
H -3.541448 2.156268 -3.422656 0.1526 0.4327 -0.1053
H -5.661208 -2.204032 -1.094546 0.0407 -0.2149 0.1334
H -4.291488 -3.576452 0.113854 -0.4028 0.3427 0.3527
H 1.388542 -5.061542 -2.473316 -0.5309 0.3818 0.1339
H -3.004248 1.645828 -1.823056 -0.1903 -0.5360 -0.1460
H -5.749388 4.431688 1.509794 -0.8558 0.4382 -0.2634
H 5.231542 0.270528 -0.445716 0.2211 -0.5886 -0.1244
H -1.908108 -2.798662 2.110874 0.4872 0.4018 -0.3684
H -4.453948 5.572678 3.580994 -0.1983 -0.3986 0.3828
H 1.799852 1.265548 4.376474 -0.0286 0.5252 0.1312
H 0.508882 -4.702362 0.005494 0.3324 -0.2420 0.2622
H 2.644032 0.060458 -1.104976 -0.0939 -0.7478 -0.2026
H 0.515232 4.201698 1.619954 0.4020 0.5502 1.0233
H 2.581772 2.413658 0.850534 -0.1680 -0.5775 0.4498
H 2.749592 -5.705862 -1.665446 0.3837 -0.0550 0.3667
H 2.460872 -5.401302 -4.660006 -0.0121 0.4565 -0.3700
H 4.239062 0.790548 3.075984 -0.3086 -0.0227 -0.4944
H 7.503122 1.346868 0.541634 0.2439 0.1413 0.4029
H -5.363618 3.056108 -2.170226 -0.1365 0.2984 0.1336
H -0.788068 2.419578 -3.969206 -0.4294 0.0726 0.1288
H 1.513702 3.436568 4.153894 0.3987 0.1792 -0.3567
H -3.888498 2.016198 0.928494 -0.3736 -0.0916 0.6166
H -3.543498 -3.451792 4.263444 -0.2583 -0.3317 -0.2033
H -0.055138 2.865978 3.680274 -0.2616 0.3303 0.0092
```
Positions in Å, forces in eV/Å.

The value obtained for the maximum force is 4.33 eV Å⁻¹. The HOMO-LUMO gap is 9.5 eV. As for the HOMO energy: -9.1325 eV. The relative energy (zero: lowest compared OMol25 entry of this formula, charge and spin) is 191.8 kcal per mole.

2.
Molecular formula: C24H72O12S2
Method: DFT, ωB97M-V/def2-TZVPD

```
110
Properties=species:S:1:pos:R:3:forces:R:3
S 1.955000 49.636000 18.654000 1.9385 -0.8102 0.1980
S 0.840000 43.100000 12.921000 1.7631 -1.3465 -0.6591
O 7.821000 48.516000 19.556000 -2.6415 3.0294 -0.3678
O -0.588000 48.067000 12.878000 -4.1034 2.1157 1.0531
O 1.597000 41.282000 17.658000 -0.9533 4.3516 1.0376
O 2.788000 49.670000 17.356000 -1.2761 -0.3359 1.6884
O 9.057000 44.156000 19.364000 -0.1219 0.3798 0.3696
O 4.250000 44.621000 12.077000 3.4104 3.7807 0.2806
O 3.237000 47.469000 16.049000 2.3716 -5.2885 -4.3479
O 3.857000 51.702000 16.313000 2.3463 5.0243 -2.0807
O 9.108000 47.257000 13.336000 -1.1196 2.5269 -0.2088
O 2.933000 51.553000 11.334000 -1.9325 1.4842 -2.2790
O 1.671000 48.129000 21.407000 0.4560 -1.8563 -0.7762
O 2.044000 43.280000 12.023000 -1.0619 -0.7146 0.4853
C 8.057000 43.751000 17.255000 -1.6003 5.8223 -2.6158
C 3.837000 46.040000 12.565000 -0.2831 -3.6328 -0.7400
C 6.969000 48.269000 14.191000 0.6584 -2.5398 -2.3462
C 3.040000 46.643000 11.371000 1.0739 -6.2064 -0.9241
C 1.542000 46.050000 20.160000 -6.5944 4.0773 0.2349
C 2.674000 51.088000 19.566000 -0.8754 -2.7857 3.4347
C 0.791000 48.593000 14.749000 4.0152 -3.0749 0.5235
C 3.070000 43.117000 17.749000 5.1657 -2.3790 0.6060
C 5.746000 51.070000 17.711000 -1.4061 2.0694 -0.1981
C 6.767000 48.426000 20.543000 -5.0869 7.7548 -7.3621
C 0.418000 50.262000 18.093000 -2.7433 0.7208 2.1694
C 1.370000 43.379000 14.607000 0.8859 0.9452 3.0657
C 5.508000 47.805000 20.024000 2.2937 -1.2280 -0.7130
C 0.638000 48.428000 13.306000 4.6155 -2.3542 -2.8147
C 7.713000 47.691000 12.974000 1.5888 -2.1656 1.2038
C -0.090000 44.497000 12.701000 -2.6795 5.1949 0.9608
C 3.231000 50.370000 13.342000 3.7191 -0.9265 1.1772
C 3.870000 51.030000 12.178000 2.9957 1.5096 1.3965
C 4.849000 45.639000 16.276000 0.3856 1.7273 2.0334
C 0.819000 46.964000 21.248000 2.1000 -1.2597 -0.9930
C 2.656000 41.805000 18.445000 1.1175 0.1464 -0.7415
C 5.267000 51.448000 16.272000 0.7763 4.1019 3.7113
C 8.394000 44.807000 18.304000 0.5028 -3.8300 -0.7623
C 4.230000 46.928000 16.900000 -0.6314 0.7486 -0.6216
H 3.482000 41.002000 18.544000 -0.9766 1.6030 -0.2628
H -0.649000 44.827000 13.647000 -0.0579 -1.4510 -1.2036
H 2.743000 51.673000 18.777000 1.1347 3.2378 -3.6101
H 1.147000 48.795000 21.783000 -1.0053 1.4611 0.9809
H 6.095000 48.630000 13.775000 -2.1208 1.1544 -0.2883
H 3.562000 43.988000 12.043000 -1.9648 -0.3546 0.2604
H 5.820000 46.936000 19.456000 -0.7127 0.0433 -0.8500
H 1.618000 40.405000 17.480000 0.5223 -4.1353 -0.3716
H 5.997000 51.892000 18.366000 -0.2544 1.2436 -0.2345
H 7.268000 46.646000 12.733000 0.2558 2.2357 -0.1999
H 5.135000 46.065000 15.341000 1.1750 -0.3263 -0.8254
H 0.149000 49.311000 14.944000 -1.8518 5.4886 1.1388
H 8.774000 43.156000 16.828000 2.2510 -1.3399 -0.1814
H 6.770000 47.381000 14.688000 -1.0343 -1.6337 1.3728
H 5.689000 45.341000 17.010000 -1.1263 0.1765 -1.6980
H 4.571000 51.845000 12.557000 -0.6352 -0.6777 -0.3353
H 4.981000 47.773000 16.886000 -0.1040 -1.3182 1.1116
H 4.860000 47.479000 20.740000 -1.0347 -1.6120 3.1034
H 7.375000 48.838000 14.940000 1.6506 2.1518 1.0349
H 9.484000 48.155000 13.521000 0.1996 -1.4168 -0.0376
H 2.509000 43.709000 14.683000 -2.5604 0.0889 -0.6349
H 1.367000 46.681000 19.329000 0.3441 0.3225 -1.5782
H 0.658000 51.230000 17.744000 -0.1630 1.5847 -0.0742
H 2.602000 49.698000 13.027000 -3.9699 -3.1154 -2.5158
H 4.125000 43.451000 18.128000 -1.6553 -0.6935 -0.4000
H 2.760000 48.116000 16.408000 -2.3342 4.0924 2.9636
H 5.939000 52.347000 15.944000 -1.7326 -1.6401 -0.0322
H 4.176000 44.832000 16.028000 -0.3247 -0.1147 0.4870
H 2.540000 43.969000 17.821000 -2.7175 2.5104 0.9376
H 7.122000 47.939000 21.210000 4.0736 -5.7295 8.9242
H 3.744000 49.567000 13.973000 0.8662 1.6640 -0.6341
H 4.738000 46.680000 12.764000 -0.6097 -1.1252 -0.0009
H 0.248000 49.763000 17.175000 -0.4528 -1.1108 -0.6398
H 3.363000 45.621000 13.535000 -0.0131 2.1832 -1.3848
H 8.402000 47.813000 19.635000 1.5796 -2.1087 0.5125
H -0.575000 50.253000 18.832000 2.9693 -0.0919 -1.8502
H 7.710000 44.436000 16.241000 0.3528 -2.0941 2.8176
H 3.233000 43.016000 16.700000 0.1129 -0.6591 -0.8049
H 3.640000 50.870000 20.091000 -0.9773 -0.1151 -0.8115
H 0.434000 45.515000 12.735000 0.4086 -1.5864 -0.7950
H 2.150000 45.896000 11.107000 2.2270 1.3846 0.0834
H 4.493000 50.377000 11.620000 0.7923 -1.1205 -0.3187
H 0.891000 46.335000 22.151000 -1.0772 0.7653 0.1399
H 6.630000 50.560000 17.838000 1.8416 -2.0921 -0.4442
H 1.995000 51.595000 20.258000 -0.1652 -0.5384 0.0850
H -1.017000 48.928000 13.267000 -0.5257 -2.7393 -1.5554
H 0.760000 49.461000 12.947000 1.0866 -0.5034 -0.6528
H 1.442000 47.571000 12.746000 -2.2795 2.9650 2.1201
H 8.928000 45.512000 17.855000 3.6533 2.8067 -1.9485
H 2.483000 45.943000 20.282000 6.4634 -0.8187 1.2887
H 4.931000 50.646000 18.252000 -0.3612 -1.0798 0.1194
H 1.916000 48.601000 14.993000 -2.3154 0.8330 -0.1350
H 6.303000 49.475000 20.918000 2.2992 -1.7803 -0.6786
H 3.640000 46.773000 17.804000 1.0760 -0.1457 0.8446
H 9.140000 44.848000 20.015000 0.4021 -0.0870 0.7888
H 7.293000 43.246000 17.693000 -2.5184 -2.0592 0.4037
H 7.637000 45.448000 18.591000 -2.8701 0.3719 1.1068
H 3.286000 51.971000 10.500000 -0.1769 -0.8662 1.6937
H 2.593000 47.481000 11.517000 -2.7216 5.5043 1.5818
H 0.580000 44.095000 15.208000 2.3526 -1.7389 -1.4943
H -0.160000 47.283000 20.819000 0.4420 -0.5926 0.9346
H 7.765000 48.414000 12.168000 -0.0851 -0.2926 -0.5022
H 3.562000 50.974000 16.747000 -2.0631 -3.4609 1.8712
H 1.459000 42.414000 15.189000 -0.6793 0.7895 -0.8091
H -0.800000 44.535000 11.819000 1.0050 -0.4954 1.0504
H 0.240000 47.995000 15.428000 0.1289 -2.7018 0.3319
H 5.290000 50.630000 15.720000 1.3329 -3.5359 -3.1095
H 2.397000 42.154000 19.451000 -0.6157 -0.8249 0.1158
H 1.030000 45.177000 19.973000 -1.1006 -2.1326 -0.0774
H 3.689000 46.930000 10.510000 -0.1571 -1.1911 0.4732
H 4.802000 48.473000 19.682000 -0.8074 1.6560 -2.5642
H 2.724000 50.957000 13.999000 -1.1595 2.1529 1.7883
```
Positions in Å, forces in eV/Å.

The value obtained for the maximum force is 11.84 eV Å⁻¹. The HOMO-LUMO gap is 8.7 eV. As for the HOMO energy: -8.8702 eV. The relative energy (zero: lowest compared OMol25 entry of this formula, charge and spin) is 27.5 kcal per mole.